Entry from OMol25: CH4N2O3 in the gas phase in a non-equilibrium geometry (the ωB97M-V functional and the def2-TZVPD basis).

DFT total energy: -375.54093 Eh
E_HOMO: -9.99 eV
Relative energy (zero: lowest compared OMol25 entry of this formula, charge and spin): 79.3 kcal/mol
Kohn-Sham gap: 9.96 eV

Geometry as ORCA input:
```
! RIJCOSX wB97M-V def2-TZVPD def2/J DEFGRID3
* xyz 0 1
C 0.28289 -0.74490 0.01308
N -1.72913 0.68241 0.18540
N 1.64460 -0.16743 0.05437
O 1.77094 0.96449 0.41932
O 2.52044 -0.86395 -0.42247
O -0.69859 0.26902 -0.66470
H -0.09551 -0.91565 0.92155
H 0.27255 -1.63181 -0.69663
H -2.57288 0.78575 -0.34391
H -1.39530 1.62206 0.53399
*
```